Record 1
DFT (wB97M-V/def2-TZVPD) results for one molecule with the formula C5H8N2 at a distorted geometry.

```
15
Properties=species:S:1:pos:R:3:nbo_charge:R:1
H 2.68 0.41 -1.21 0.350
N 2.62 0.41 -0.19 -0.549
C 1.42 0.38 0.22 0.007
C 0.19 0.88 -0.67 0.216
C -1.09 0.76 0.00 -0.303
C -1.48 -0.36 0.65 -0.118
C -0.64 -1.54 0.77 -0.641
N 0.49 1.22 -1.84 -0.606
H -0.31 1.40 -2.44 0.345
H 1.26 0.56 1.28 0.179
H -1.73 1.64 -0.03 0.225
H -2.40 -0.35 1.22 0.207
H 0.50 -1.15 0.44 0.224
H -0.61 -1.96 1.78 0.228
H -0.89 -2.30 0.04 0.235
```

Values from the calculation:
2S+1: 1
Energy above the lowest of the compared OMol25 structures with the same formula, charge and spin: 60.53 kcal/mol
SMILES string: [H]\N=C/C(/C=C\C)=N/[H]
HOMO level: -9.59 eV
Frontier orbital gap: 9.83 eV
Calculated total energy: -304.7390 Ha
Max |F|: 3.7 eV/A
LUMO energy: 0.24 eV

---

Record 2
DFT (wB97M-V/def2-TZVPD) results for one molecule with the formula C5H13NO at a distorted geometry.

```
20
Properties=species:S:1:pos:R:3:nbo_charge:R:1
C 2.21 0.40 -1.62 -0.634
C 1.17 -0.73 -1.66 -0.210
N 0.45 -0.88 -0.40 -0.640
C -0.40 0.20 0.04 -0.245
C -1.27 -0.22 1.21 0.092
C -1.62 0.91 2.14 -0.630
O -2.46 -0.86 0.78 -0.726
H 2.84 0.33 -0.73 0.202
H 2.85 0.21 -2.48 0.208
H 1.84 1.41 -1.75 0.207
H 1.69 -1.66 -1.78 0.191
H 0.51 -0.62 -2.52 0.191
H 1.08 -1.18 0.32 0.352
H -0.99 0.55 -0.82 0.198
H 0.15 1.15 0.21 0.162
H -0.66 -1.01 1.67 0.151
H -1.62 1.87 1.61 0.206
H -0.92 0.98 2.97 0.216
H -2.63 0.83 2.53 0.231
H -2.23 -1.67 0.30 0.475
```

Values from the calculation:
2S+1: 1
Energy above the lowest of the compared OMol25 structures with the same formula, charge and spin: 27.00 kcal/mol
SMILES string: CCNC[C@@H](C)O
HOMO level: -8.69 eV
Frontier orbital gap: 9.72 eV
Calculated total energy: -328.2758 Ha
Max |F|: 1.5 eV/A
LUMO energy: 1.03 eV

---

Record 3
DFT (wB97M-V/def2-TZVPD) results for a 2-piece molecular cluster, C2H5O overall at a distorted geometry.

```
8
Properties=species:S:1:pos:R:3:nbo_charge:R:1
C -0.91 1.61 -0.22 0.215
C 0.64 -1.05 0.20 -0.334
O -0.37 -0.38 -0.39 -0.196
H -2.05 1.38 -0.09 0.261
H -0.16 2.30 -0.37 0.200
H 0.34 -2.09 0.49 0.298
H 1.31 -1.37 -0.61 0.319
H 1.20 -0.40 0.99 0.236
```

Values from the calculation:
2S+1: 1
Net charge: +1
Energy above the lowest of the compared OMol25 structures with the same formula, charge and spin: 118.42 kcal/mol
HOMO level (alpha / beta): -17.85 / -16.64 eV
Frontier orbital gap (alpha / beta): 11.16 / 8.31 eV
Calculated total energy: -153.8805 Ha
Max |F|: 5.3 eV/A
LUMO energy (alpha / beta): -6.69 / -8.33 eV

---

Record 4
DFT (wB97M-V/def2-TZVPD) results for C18H45BF4N3Na3O6 as an isolated structure at a distorted geometry.

```
80
Properties=species:S:1:pos:R:3:mulliken_charge:R:1
Na 2.08 2.67 1.10 0.854
Na -0.58 2.15 1.64 0.793
Na 1.10 0.41 2.88 0.788
B 0.82 1.07 0.14 -1.543
F 2.16 0.94 0.18 1.091
F 0.37 0.55 1.32 0.972
F 0.48 2.39 0.19 -0.538
F 0.24 0.52 -0.99 -0.298
C 5.76 1.51 -3.22 -0.789
O 4.42 1.26 -2.71 -0.304
C 4.43 0.03 -1.94 -1.155
C 3.10 -0.25 -1.22 -0.654
N 1.74 -0.26 -1.90 -0.426
C 1.64 -1.20 -3.01 -0.977
C 0.18 -1.39 -3.48 1.254
O 0.20 -2.66 -4.05 -0.326
C -0.93 -2.84 -4.86 -0.724
H 6.28 0.83 -3.90 0.309
H 6.36 1.60 -2.32 0.342
H 5.70 2.41 -3.83 0.243
H 5.23 0.05 -1.19 0.501
H 4.54 -0.80 -2.63 0.438
H 2.88 0.58 -0.55 -0.261
H 3.24 -1.09 -0.55 0.103
H 0.90 -0.06 -1.37 1.008
H 2.08 -2.17 -2.76 0.378
H 2.16 -0.86 -3.91 0.290
H -0.07 -0.53 -4.10 0.357
H -0.54 -1.29 -2.67 -1.071
H -0.93 -3.88 -5.20 0.334
H -0.98 -2.22 -5.75 0.348
H -1.93 -2.77 -4.43 0.167
C 3.26 -1.32 0.85 -0.826
O 2.48 -1.07 1.95 -0.509
C 1.74 -2.16 2.41 -0.331
C 1.16 -1.78 3.76 -1.233
N 0.12 -0.84 3.70 -0.436
C -1.18 -1.30 3.31 -0.692
C -2.16 -0.10 3.47 -0.543
O -3.48 -0.42 2.89 -0.484
C -4.39 0.72 2.93 -0.432
H 4.07 -2.03 1.03 0.444
H 3.62 -0.38 0.44 0.222
H 2.57 -1.68 0.08 0.435
H 2.22 -3.13 2.50 0.709
H 0.98 -2.15 1.62 0.207
H 2.00 -1.37 4.32 0.414
H 0.86 -2.68 4.30 0.573
H 0.07 -0.25 4.52 0.468
H -1.44 -2.12 3.98 0.664
H -1.28 -1.66 2.29 0.854
H -1.69 0.75 2.98 0.295
H -2.25 0.03 4.55 0.586
H -3.89 1.58 2.48 0.002
H -4.60 0.97 3.97 0.349
H -5.35 0.45 2.48 0.293
C -3.09 -1.89 -2.40 -1.120
O -3.18 -1.12 -1.17 -0.374
C -2.04 -1.31 -0.25 0.142
C -2.13 -0.28 0.94 -1.277
N -1.53 1.02 0.64 -0.020
C -2.46 2.02 0.07 -0.590
C -1.78 3.38 -0.10 -1.061
O -1.49 4.21 1.05 -0.452
C -2.57 4.83 1.50 -0.841
H -3.98 -2.46 -2.67 0.327
H -2.22 -2.53 -2.48 0.439
H -2.97 -1.31 -3.31 0.449
H -1.06 -1.10 -0.67 -0.477
H -2.00 -2.35 0.06 0.582
H -1.32 -0.61 1.59 -1.395
H -3.05 -0.15 1.53 1.563
H -0.80 0.83 -0.03 0.645
H -3.39 2.12 0.64 0.584
H -2.83 1.48 -0.80 0.523
H -2.34 4.08 -0.73 0.753
H -0.77 3.24 -0.46 0.062
H -2.31 5.84 1.82 0.274
H -2.76 4.54 2.53 0.290
H -3.49 4.70 0.94 0.446
```

Values from the calculation:
2S+1: 1
Net charge: +2
Energy above the lowest of the compared OMol25 structures with the same formula, charge and spin: 510.00 kcal/mol
HOMO level: -12.13 eV
Frontier orbital gap: 3.77 eV
Calculated total energy: -2238.4416 Ha
Max |F|: 15.2 eV/A
LUMO energy: -8.36 eV

---

Q: Among the records above, which one has the highest max |F|?
A: C18H45BF4N3Na3O6

---

Q: What is the 2S+1 in the first record?
A: 1